# C3H9NS

A cluster of 2 separate species, C3H9NS in total at a distorted geometry (ωB97M-V/def2-TZVPD, the OMol25 dataset).

Lowest unoccupied orbital energy in eV: -0.414
HOMO level in eV: -9.09
Charge: 0
DFT total energy in eV: -15580.09878

Last column: Löwdin charge in e.
Element x y z (Å)
C -2.144 0.362 -0.117  -0.1408
N -0.971 -0.503 0.054  -0.1391
C 0.272 0.274 -0.004  -0.3739
C 1.498 -0.620 -0.134  -0.6627
S 2.973 0.428 -0.145  0.5890
H -2.133 1.079 0.711  0.0777
H -3.051 -0.220 0.034  0.0712
H -2.152 0.892 -1.075  0.0751
H -0.943 -1.202 -0.682  0.0955
H 0.323 1.004 -0.821  0.0954
H 0.297 0.899 0.894  0.1043
H 1.561 -1.330 0.671  0.0482
H 1.484 -1.184 -1.068  0.0639
H 2.986 0.120 1.681  0.0963